26
Properties=species:S:1:pos:R:3:nbo_charge:R:1 method="wB97M-V/def2-TZVPD" total_energy_ha=-390.56001 total_charge=-1 gap_ev="2.8 / 7.0" lumo_ev="3.660 / 3.629" de_lowest_kcal_mol=14.6 max_force_ev_per_a=3.07 homo_energy_ev="0.87 / -3.38" s_squared=0.761 spin_multiplicity=2
C 1.84 -1.24 -2.38 -0.386
C 1.67 -1.53 -0.89 -0.627
C 0.69 -0.64 -3.13 -0.609
H 2.73 -0.60 -2.50 0.183
H 2.07 -2.20 -2.89 0.171
H 1.14 -2.49 -0.80 0.192
H 0.99 -0.33 -4.13 0.192
H -0.18 -1.29 -3.16 0.196
H 1.03 -0.81 -0.40 0.248
H 2.64 -1.47 -0.40 0.205
H 0.36 0.25 -2.59 0.215
C -2.91 0.90 0.39 -0.629
C 0.84 0.69 2.64 -0.226
C -0.28 0.01 3.09 -0.425
C 0.69 1.52 1.49 -0.346
C -1.51 0.02 2.30 -0.356
C -0.56 1.63 0.82 -0.428
C -1.67 0.86 1.19 -0.025
H 1.76 0.68 3.20 0.177
H -0.17 -0.85 3.74 0.169
H 1.61 2.05 1.27 0.175
H -2.39 -0.42 2.74 0.171
H -0.60 2.41 0.07 0.172
H -3.52 1.80 0.60 0.193
H -3.48 -0.03 0.43 0.201
H -2.82 1.06 -0.71 0.195

---

80
Properties=species:S:1:pos:R:3:mulliken_charge:R:1 method="wB97M-V/def2-TZVPD" total_energy_ha=-9486.52239 total_charge=-1 gap_ev=6.1 lumo_ev=1.638 de_lowest_kcal_mol=18.4 max_force_ev_per_a=2.09 homo_energy_ev=-4.42
Cs 1.71 -0.60 -0.53 1.467
O -4.29 4.07 2.93 -0.498
C -2.91 4.40 2.92 -0.631
C -2.15 3.39 2.10 0.334
C -0.80 3.60 1.83 -1.216
C -0.11 2.64 1.11 -0.530
N -0.68 1.53 0.65 0.566
C -1.97 1.33 0.90 0.019
C -2.74 2.24 1.63 -0.530
C -2.56 0.05 0.40 1.022
C -3.93 -0.11 0.25 -0.519
C -4.43 -1.32 -0.20 0.389
C -5.92 -1.53 -0.34 -0.915
O -6.58 -1.57 0.92 -0.551
C -3.53 -2.33 -0.51 -0.912
C -2.17 -2.07 -0.36 0.171
N -1.70 -0.92 0.10 0.255
H -4.75 4.68 3.52 0.300
H -2.50 4.41 3.93 0.298
H -2.76 5.40 2.49 0.303
H -0.29 4.49 2.17 0.450
H 0.94 2.77 0.86 0.315
H -3.78 2.04 1.85 0.528
H -4.62 0.70 0.47 0.318
H -6.11 -2.45 -0.90 0.355
H -6.37 -0.70 -0.88 0.240
H -6.09 -2.16 1.50 0.354
H -3.87 -3.29 -0.88 0.429
H -1.42 -2.82 -0.60 -0.314
C -4.01 0.93 -2.91 -0.430
C -3.11 -0.02 -3.35 -0.614
C -1.75 0.23 -3.29 -0.075
C -1.29 1.45 -2.79 0.139
C -2.20 2.40 -2.33 -0.244
C -3.56 2.14 -2.40 -0.600
N 0.12 1.63 -2.80 -0.172
N 0.50 2.65 -2.19 -0.020
C 1.93 2.72 -2.21 0.064
C 2.65 2.80 -3.39 -0.569
C 4.03 2.80 -3.30 -0.367
C 4.62 2.70 -2.05 -0.628
C 3.81 2.63 -0.94 -0.238
N 2.47 2.66 -1.00 0.061
H -5.08 0.73 -2.96 0.477
H -3.47 -0.97 -3.73 0.375
H -1.02 -0.50 -3.62 0.304
H -1.83 3.34 -1.92 0.444
H -4.27 2.88 -2.04 0.384
H 2.14 2.82 -4.34 0.419
H 4.64 2.84 -4.19 0.392
H 5.69 2.65 -1.94 0.398
H 4.23 2.51 0.05 0.377
Cl 1.36 -1.95 -3.62 -0.222
C 1.27 -3.46 -2.67 1.296
C 0.86 -3.38 -1.36 -1.302
C 0.81 -4.59 -0.70 0.243
Cl 0.28 -4.60 0.99 -0.224
C 1.14 -5.81 -1.27 -0.414
Cl 1.07 -7.30 -0.38 -0.223
C 1.54 -5.83 -2.61 0.641
Cl 1.94 -7.33 -3.37 -0.222
C 1.60 -4.64 -3.33 -0.448
Cl 2.07 -4.67 -4.99 -0.226
Br 7.05 -1.32 0.31 -0.234
C 5.79 -1.23 1.73 -0.102
C 6.22 -1.54 3.01 -0.375
C 5.36 -1.45 4.07 -0.030
Br 6.00 -1.88 5.82 -0.297
C 4.01 -1.06 3.88 0.937
C 3.06 -0.93 4.91 -0.646
C 1.78 -0.57 4.62 -0.903
C 1.43 -0.35 3.27 -0.493
N 2.30 -0.43 2.29 0.172
C 3.58 -0.77 2.56 -0.657
C 4.48 -0.81 1.40 0.497
O 4.07 -0.50 0.26 -0.731
H 7.25 -1.84 3.17 0.396
H 3.36 -1.13 5.93 0.307
H 1.03 -0.47 5.39 0.406
H 0.41 -0.08 3.00 0.479

---

27
Properties=species:S:1:pos:R:3:nbo_charge:R:1 method="wB97M-V/def2-TZVPD" total_energy_ha=-1140.87282 total_charge=-1 gap_ev=6.2 lumo_ev=2.038 smiles="C#CN[C@@H](CCCCS(=O)(=O)O)C(=O)[O-]" de_lowest_kcal_mol=225.5 max_force_ev_per_a=9.39 homo_energy_ev=-4.21
C 3.18 1.47 -0.87 -0.415
C 2.00 1.36 -1.67 0.156
N 0.59 1.23 -2.28 -0.606
C 0.20 -0.20 -1.96 -0.150
C -1.36 -0.41 -1.50 -0.437
C -1.86 0.53 -0.25 -0.428
C -0.80 0.65 0.99 -0.446
C -0.98 -0.47 2.18 -0.606
S 0.54 -0.30 3.31 2.091
O 0.16 -0.32 4.82 -0.904
O 1.31 1.04 3.08 -0.857
O 1.59 -1.60 2.95 -0.840
C 0.44 -1.06 -3.38 0.726
O 1.36 -2.03 -3.51 -0.728
O -0.47 -0.74 -4.50 -0.840
H 4.31 1.28 -0.53 0.277
H 0.01 1.94 -1.77 0.378
H 0.88 -0.64 -1.10 0.206
H -2.03 -0.09 -2.44 0.258
H -1.54 -1.56 -1.37 0.226
H -2.20 1.59 -0.67 0.219
H -2.84 0.02 0.19 0.204
H 0.33 0.65 0.69 0.263
H -1.00 1.71 1.50 0.226
H -1.89 -0.10 2.85 0.263
H -1.16 -1.56 1.80 0.261
H 1.22 -2.39 3.45 0.501

---

91
Properties=species:S:1:pos:R:3:mulliken_charge:R:1 method="wB97M-V/def2-TZVPD" total_energy_ha=-2364.10238 total_charge=+1 gap_ev=9.1 lumo_ev=-2.570 max_force_ev_per_a=1.59 homo_energy_ev=-11.69
Sc -0.29 -0.08 0.05 1.436
C -2.37 -1.11 0.68 -0.751
C -2.59 0.27 0.81 -0.624
C -1.74 0.76 1.83 -1.132
C -1.04 -0.34 2.34 -0.562
C -1.37 -1.49 1.61 -0.666
H -2.87 -1.75 -0.02 0.537
H -3.30 0.84 0.23 0.704
H -1.68 1.77 2.20 0.535
H -0.34 -0.33 3.16 1.161
H -0.95 -2.48 1.71 0.687
C -0.82 4.98 -0.60 -1.384
C -1.43 3.81 -1.37 0.533
C -2.56 3.19 -0.58 -1.342
C -0.32 2.89 -1.84 -0.481
C 0.46 3.31 -2.91 -0.700
C 1.41 2.33 -3.12 -0.373
C 2.38 2.37 -4.27 0.263
C 2.12 1.24 -5.28 -1.170
C 3.85 2.52 -3.90 -1.331
N 1.21 1.38 -2.19 0.839
N 0.12 1.70 -1.39 -0.149
B 2.14 0.17 -1.90 1.826
N 2.67 0.24 -0.44 0.639
N 1.82 0.18 0.64 0.175
C 2.60 0.28 1.74 -0.328
C 3.93 0.39 1.36 -0.655
C 3.94 0.35 -0.03 -0.049
C 5.16 0.47 -0.90 1.068
C 6.25 -0.50 -0.44 -1.701
C 5.67 1.92 -0.85 -1.616
C 2.12 0.25 3.16 0.811
C 3.08 0.98 4.09 -2.004
C 1.92 -1.20 3.61 -1.399
N 1.42 -1.19 -2.11 0.368
N 0.33 -1.56 -1.36 -0.160
C 0.04 -2.84 -1.69 -0.128
C 0.92 -3.27 -2.67 -0.265
C 1.79 -2.21 -2.89 -0.124
C 3.03 -2.23 -3.73 1.313
C 4.22 -2.68 -2.87 -1.279
C 2.86 -3.13 -4.96 -2.012
C -0.96 -3.72 -1.01 1.546
C -0.23 -4.67 -0.05 -1.608
C -1.80 -4.50 -2.03 -1.669
H -1.59 5.71 -0.34 0.404
H -0.05 5.49 -1.18 0.409
H -0.36 4.63 0.33 0.289
H -1.86 4.20 -2.30 0.428
H -2.20 2.80 0.36 0.010
H -3.02 2.38 -1.15 0.298
H -3.31 3.96 -0.40 0.481
H 0.33 4.21 -3.48 0.613
H 2.11 3.30 -4.78 0.611
H 2.47 0.28 -4.89 0.145
H 2.64 1.44 -6.21 0.475
H 1.06 1.15 -5.49 0.380
H 4.26 1.61 -3.45 0.020
H 3.99 3.34 -3.20 0.317
H 4.43 2.74 -4.80 0.505
H 3.05 0.21 -2.66 -1.175
H 4.78 0.49 2.01 0.436
H 4.90 0.23 -1.93 -0.307
H 6.59 -0.26 0.57 0.378
H 7.10 -0.44 -1.11 0.433
H 5.89 -1.53 -0.43 0.344
H 6.00 2.17 0.16 0.354
H 4.89 2.62 -1.15 0.322
H 6.51 2.04 -1.53 0.425
H 1.17 0.79 3.20 0.235
H 4.04 0.47 4.15 0.336
H 2.65 1.00 5.10 0.486
H 3.25 2.01 3.77 0.414
H 2.89 -1.70 3.63 0.421
H 1.27 -1.75 2.93 0.237
H 1.49 -1.24 4.62 0.380
H 0.95 -4.24 -3.14 0.397
H 3.24 -1.22 -4.08 -0.811
H 4.06 -3.70 -2.51 0.390
H 4.33 -2.03 -2.00 0.045
H 5.14 -2.65 -3.44 0.401
H 2.73 -4.17 -4.66 0.340
H 3.76 -3.08 -5.58 0.441
H 2.01 -2.82 -5.56 0.412
H -1.64 -3.12 -0.42 -0.753
H 0.40 -5.36 -0.61 0.385
H -0.95 -5.26 0.53 0.400
H 0.41 -4.12 0.64 0.309
H -1.17 -5.17 -2.62 0.309
H -2.32 -3.83 -2.71 0.388
H -2.53 -5.11 -1.51 0.460